[1]
{"formula": "C31H55InNO2P", "method": "ωB97M-V/def2-TZVPD", "elements": ["O", "C", "C", "H", "H", "C", "H", "H", "C", "H", "H", "H", "C", "H", "H", "H", "In", "C", "C", "C", "H", "C", "C", "H", "H", "H", "H", "C", "C", "C", "H", "C", "C", "H", "H", "H", "H", "O", "C", "C", "H", "H", "C", "H", "H", "C", "H", "H", "H", "H", "C", "C", "C", "C", "P", "N", "C", "C", "C", "C", "C", "C", "C", "C", "H", "H", "H", "H", "H", "H", "H", "H", "H", "H", "H", "H", "H", "H", "H", "H", "H", "H", "H", "H", "H", "H", "H", "H", "H", "H", "H"], "xyz": [[0.562, 0.324, -8.014], [0.363, 1.628, -8.599], [0.119, 1.036, -9.983], [1.252, 2.256, -8.502], [-0.486, 2.149, -8.150], [0.337, -0.334, -9.309], [0.857, 1.293, -10.738], [-0.878, 1.190, -10.387], [1.574, -1.080, -9.747], [2.440, -0.420, -9.755], [1.444, -1.490, -10.749], [1.783, -1.905, -9.067], [-0.881, -1.224, -9.246], [-1.751, -0.665, -8.907], [-0.715, -2.047, -8.551], [-1.103, -1.646, -10.227], [0.000, 0.000, 0.000], [-1.958, -0.491, 1.246], [-1.660, 0.872, 1.420], [-1.836, 1.510, 0.169], [-1.326, 1.346, 2.325], [-2.246, 0.540, -0.762], [-2.303, -0.703, -0.110], [-2.558, -1.648, -0.560], [-1.918, -1.243, 2.013], [-1.641, 2.546, -0.033], [-2.434, 0.713, -1.808], [1.106, -1.439, 1.549], [0.336, -2.237, 0.670], [0.865, -2.103, -0.628], [-0.510, -2.844, 0.940], [1.984, -1.239, -0.541], [2.133, -0.845, 0.797], [2.850, -0.135, 1.164], [0.935, -1.302, 2.603], [0.507, -2.605, -1.510], [2.583, -0.888, -1.363], [0.325, 0.599, -2.142], [-0.046, -0.281, -3.225], [-0.358, 0.622, -4.401], [-0.887, -0.888, -2.900], [0.798, -0.941, -3.434], [0.567, 1.806, -4.147], [-1.400, 0.942, -4.369], [-0.185, 0.130, -5.355], [0.498, 1.953, -2.644], [0.256, 2.713, -4.660], [1.583, 1.570, -4.463], [-0.361, 2.545, -2.328], [1.384, 2.362, -2.175], [-1.315, 1.896, 6.255], [-1.399, 1.529, 4.746], [-2.536, 0.481, 4.656], [-1.967, 2.856, 4.106], [0.385, 0.782, 4.072], [0.703, 0.868, 2.347], [1.801, 1.997, 4.631], [2.144, 1.930, 6.144], [3.099, 1.702, 3.854], [1.414, 3.449, 4.312], [0.681, -1.053, 4.934], [0.398, -1.024, 6.461], [-0.270, -2.234, 4.463], [2.161, -1.534, 4.818], [-2.318, 2.168, 6.654], [-0.690, 2.784, 6.426], [-0.966, 1.096, 6.908], [-3.501, 0.898, 5.017], [-2.730, 0.115, 3.642], [-2.352, -0.375, 5.320], [-1.271, 3.702, 4.130], [-2.864, 3.189, 4.675], [-2.384, 2.819, 3.086], [2.597, 0.971, 6.421], [2.903, 2.699, 6.401], [1.282, 2.112, 6.798], [2.958, 1.845, 2.762], [3.908, 2.396, 4.167], [3.469, 0.678, 4.015], [1.109, 3.558, 3.246], [0.614, 3.800, 4.977], [2.261, 4.141, 4.506], [-0.681, -0.938, 6.674], [0.681, -1.991, 6.937], [0.948, -0.250, 7.011], [-0.064, -3.144, 5.070], [-0.217, -2.642, 3.446], [-1.334, -2.018, 4.607], [2.569, -1.612, 3.797], [2.845, -0.885, 5.384], [2.278, -2.543, 5.272]], "forces_ev_per_a": [[-0.1, 0.0, -0.1], [0.0, 0.0, 0.1], [0.0, 0.0, -0.1], [0.0, 0.0, 0.0], [0.0, 0.0, 0.0], [0.0, 0.1, 0.2], [0.0, 0.0, 0.0], [0.0, 0.0, 0.0], [0.1, 0.0, 0.0], [0.0, 0.1, 0.0], [0.0, 0.0, 0.0], [0.0, 0.0, 0.1], [-0.1, 0.0, 0.0], [-0.1, 0.1, 0.0], [0.0, -0.1, 0.0], [0.0, 0.0, -0.1], [1.0, 1.4, 1.4], [-1.2, 0.2, 0.5], [-1.7, 0.2, 0.4], [0.2, 0.8, 0.3], [-0.2, -0.2, -0.6], [-0.4, -0.4, -1.0], [-0.9, -0.2, -0.1], [-0.1, -0.1, -0.1], [0.1, -0.1, 0.0], [-0.1, 0.3, 0.0], [-0.1, 0.0, -0.1], [0.4, -2.0, 0.4], [0.7, -0.9, 1.0], [-0.1, -0.5, -0.8], [-0.1, 0.0, 0.0], [0.5, 0.1, -0.6], [0.7, -0.1, 0.2], [0.1, 0.1, 0.1], [0.1, -0.1, -0.8], [0.0, -0.1, -0.1], [0.1, -0.1, -0.1], [0.3, 0.6, -0.6], [0.0, -0.3, -0.1], [-0.1, 0.0, 0.0], [-0.1, 0.0, 0.0], [0.1, 0.0, 0.0], [0.1, 0.1, -0.1], [-0.1, 0.0, 0.0], [0.1, 0.0, -0.1], [-0.2, -0.1, 0.2], [0.0, 0.0, 0.0], [0.0, 0.0, 0.0], [-0.1, 0.0, 0.0], [0.2, 0.1, 0.0], [-0.1, 0.4, 0.3], [-0.7, 0.2, 1.0], [-0.1, -0.3, 0.1], [-0.1, 0.2, -0.3], [1.3, 0.9, -6.1], [-0.8, 0.3, 5.2], [0.3, 0.0, 1.2], [0.3, 0.2, 0.1], [0.2, -0.1, -0.7], [-0.3, 0.3, -0.4], [-0.3, -0.7, 0.7], [-0.3, -0.2, 0.4], [-0.2, -0.3, -0.1], [0.3, 0.1, -0.2], [0.4, -0.2, -0.5], [-0.1, -0.3, -0.1], [0.1, 0.0, -0.2], [0.6, 0.1, -0.2], [0.2, 0.0, 0.2], [0.1, 0.2, -0.3], [0.0, -0.3, 0.0], [0.6, -0.4, 0.2], [0.5, -0.4, 0.2], [-0.2, 0.1, -0.1], [-0.3, -0.2, -0.3], [0.2, -0.1, -0.2], [-0.1, -0.2, 0.7], [-0.5, -0.2, 0.1], [-0.2, 0.3, -0.1], [0.1, -0.1, 0.8], [0.0, -0.1, -0.3], [-0.2, -0.6, -0.1], [0.4, 0.2, -0.1], [0.0, 0.4, -0.5], [-0.2, -0.1, -0.2], [0.1, 0.7, 0.0], [0.4, 0.6, 0.0], [0.2, 0.2, 0.1], [-0.4, 0.2, 0.3], [-0.3, -0.1, -0.2], [-0.4, 0.5, -0.2]], "gap_ev": [5.7, 5.7], "multiplicity": 1}



[2]
{"formula": "C31H55NO24", "method": "ωB97M-V/def2-TZVPD", "elements": ["C", "C", "C", "O", "C", "O", "O", "H", "H", "H", "H", "H", "H", "C", "C", "C", "O", "C", "O", "O", "H", "H", "H", "H", "H", "H", "C", "C", "C", "O", "C", "O", "O", "H", "H", "H", "H", "H", "H", "C", "O", "C", "O", "O", "C", "H", "H", "H", "H", "H", "H", "C", "O", "C", "O", "O", "C", "H", "H", "H", "H", "H", "H", "C", "O", "C", "O", "O", "C", "H", "H", "H", "H", "H", "H", "C", "O", "C", "O", "O", "C", "H", "H", "H", "H", "H", "H", "C", "O", "C", "O", "O", "C", "H", "H", "H", "H", "H", "H", "C", "C", "C", "C", "N", "H", "H", "H", "H", "H", "H", "H"], "xyz": [[-0.699, -7.352, -3.231], [-0.542, -7.580, -1.785], [0.851, -8.191, -1.489], [1.668, -7.084, -1.388], [0.974, -6.010, -0.983], [1.452, -4.939, -0.625], [-0.395, -6.199, -1.196], [0.040, -6.650, -3.626], [-1.589, -6.829, -3.400], [-0.542, -8.369, -3.780], [-1.463, -8.081, -1.333], [1.097, -8.916, -2.241], [0.963, -8.661, -0.539], [2.502, -1.257, 3.074], [3.524, -2.442, 2.745], [3.252, -3.028, 1.377], [4.333, -2.492, 0.731], [5.151, -1.904, 1.459], [6.210, -1.391, 1.104], [4.755, -1.833, 2.730], [2.420, -0.428, 2.390], [2.580, -0.740, 4.034], [1.475, -1.628, 3.080], [3.542, -3.244, 3.509], [2.327, -2.761, 0.908], [3.328, -4.095, 1.343], [-4.996, -2.749, -0.412], [-3.766, -2.311, -1.198], [-3.375, -0.879, -0.876], [-2.081, -0.970, -0.352], [-1.702, -2.189, -0.144], [-0.629, -2.442, 0.425], [-2.603, -3.035, -0.633], [-5.365, -3.657, -0.799], [-5.804, -2.160, -0.666], [-4.784, -2.658, 0.584], [-3.923, -2.552, -2.218], [-4.122, -0.388, -0.342], [-3.235, -0.380, -1.813], [0.086, 4.195, 4.027], [0.147, 4.328, 2.619], [0.426, 5.535, 2.116], [0.208, 6.640, 2.902], [0.707, 5.622, 0.768], [0.963, 6.923, 0.129], [0.743, 4.802, 4.650], [0.104, 3.240, 4.433], [-0.854, 4.513, 4.375], [0.070, 7.477, 0.397], [0.838, 6.820, -0.950], [1.830, 7.320, 0.617], [4.358, 1.566, 1.580], [4.980, 2.885, 1.620], [4.186, 3.935, 1.877], [2.884, 3.737, 2.231], [4.874, 5.075, 1.970], [4.211, 6.145, 2.593], [4.410, 1.114, 2.622], [4.798, 0.886, 0.845], [3.237, 1.577, 1.417], [3.388, 6.559, 1.978], [4.750, 7.025, 2.775], [3.828, 5.870, 3.621], [0.975, 2.853, -1.159], [0.581, 1.708, -1.879], [1.171, 0.497, -1.454], [2.080, 0.447, -0.448], [0.790, -0.593, -2.138], [1.495, -1.727, -1.857], [0.374, 3.755, -1.182], [2.064, 2.986, -1.159], [0.831, 2.437, -0.103], [0.989, -2.646, -2.161], [1.564, -1.756, -0.799], [2.455, -1.670, -2.436], [-3.851, 0.802, -5.038], [-2.728, 0.121, -4.402], [-2.661, -1.226, -4.516], [-3.641, -2.036, -5.222], [-1.639, -1.716, -3.894], [-1.439, -3.139, -3.849], [-3.964, 1.778, -4.572], [-4.850, 0.384, -4.854], [-3.685, 1.016, -6.087], [-0.429, -3.234, -4.069], [-1.920, -3.726, -4.653], [-1.839, -3.527, -2.889], [-0.855, 1.196, 1.806], [-0.492, 0.198, 2.743], [-0.760, 0.280, 3.978], [-1.610, 1.295, 4.510], [-0.171, -0.605, 4.847], [-0.190, -0.320, 6.233], [-0.185, 1.948, 2.257], [-1.882, 1.353, 1.842], [-0.581, 0.996, 0.797], [0.637, -0.795, 6.780], [-1.222, -0.537, 6.672], [-0.191, 0.705, 6.568], [-2.860, 2.853, -0.502], [-2.684, 2.410, -1.935], [-1.954, 3.443, -2.887], [-2.888, 4.171, -3.724], [-3.575, 4.783, -4.387], [-3.274, 2.030, 0.106], [-3.643, 3.633, -0.429], [-1.859, 3.182, 0.029], [-3.596, 2.006, -2.349], [-2.021, 1.502, -1.912], [-1.367, 2.924, -3.630], [-1.532, 4.292, -2.265]], "forces_ev_per_a": [[1.5, -1.8, -1.7], [0.0, 0.8, 1.6], [-2.1, -0.5, 0.7], [1.4, 1.5, -0.2], [-0.7, 3.0, -0.3], [-1.0, -2.9, -0.7], [1.6, -1.5, 0.5], [0.5, -0.3, 0.2], [-1.8, 0.1, -0.6], [-0.8, 1.9, 0.6], [1.5, 0.7, -0.3], [0.7, 0.1, -0.6], [-0.6, -0.8, 0.8], [-0.9, -1.4, 0.6], [-4.1, 1.3, 3.0], [-0.3, -0.5, 1.3], [-1.0, -1.4, -5.3], [6.1, 3.8, 1.4], [-1.8, -1.0, 0.2], [1.3, -0.4, -0.3], [0.7, -0.1, -1.0], [0.7, -0.6, 0.2], [0.0, -0.4, 0.0], [-0.3, 0.6, -0.1], [-0.5, 0.4, -0.1], [0.0, -0.7, 0.1], [1.4, -0.1, -2.6], [-0.1, -0.6, 2.7], [0.8, -1.1, -3.1], [-0.3, 2.9, 0.9], [3.4, -1.6, 1.8], [-3.0, 0.0, -1.7], [-0.5, -0.9, -0.7], [0.1, -1.8, 0.3], [-1.6, 2.1, -0.4], [0.2, -0.3, 2.7], [0.5, -0.1, -1.1], [-0.7, 0.9, 1.7], [-0.2, 0.7, -0.5], [-0.2, 2.2, 1.2], [1.4, 0.4, -2.0], [-2.0, 6.3, 3.5], [1.9, -5.7, -4.7], [-0.2, -1.8, 1.7], [-2.4, -0.8, 1.7], [0.7, 0.2, -0.9], [0.6, -2.4, -0.6], [-1.6, 0.7, 0.0], [0.2, 0.8, 0.3], [1.1, -0.5, 0.2], [0.6, 0.5, -0.6], [-2.1, -0.8, 1.7], [-0.7, 0.9, -0.7], [-5.8, -2.7, 3.0], [6.9, 1.9, -2.1], [0.1, -1.0, -0.5], [-3.1, 0.1, 1.3], [0.5, 0.6, -1.2], [0.5, 0.7, 0.2], [1.5, 0.6, -0.2], [0.0, -0.9, 0.3], [2.1, 0.6, -0.2], [0.1, -0.1, -1.3], [1.1, -1.7, 4.5], [0.3, -3.5, -1.3], [4.0, 1.0, 4.3], [-5.3, 0.5, -5.7], [-1.9, 4.4, -0.5], [2.0, -2.0, -0.4], [-0.2, -0.3, -1.1], [-0.3, 0.4, -0.6], [0.4, 1.4, -0.7], [-0.4, 0.5, -0.2], [0.9, -0.5, 0.8], [-0.5, -0.2, 1.0], [-0.7, 0.6, 0.4], [-0.5, -1.6, -0.4], [-6.2, -3.2, -4.2], [5.8, 5.1, 4.3], [-0.4, 0.5, -0.1], [-2.1, -0.9, -0.3], [0.7, 0.1, 0.3], [0.7, -0.8, -0.2], [0.2, -0.6, -0.2], [2.0, -0.4, 0.6], [-0.4, 0.9, 0.2], [0.9, 0.3, -0.5], [2.0, 1.5, 1.8], [1.0, -3.7, -0.3], [-4.9, 6.0, 5.8], [4.8, -5.7, -3.1], [0.0, 1.1, -2.5], [-2.3, 0.2, 2.0], [-1.1, 1.1, -1.3], [-1.7, 0.8, 0.4], [0.6, -1.0, -0.4], [-0.4, -0.4, -0.8], [1.4, -0.7, -0.6], [0.6, 0.9, -1.0], [0.5, 0.7, 1.3], [2.2, -1.1, -0.2], [-1.6, 0.5, 1.2], [0.4, -0.5, 0.9], [-1.3, 0.9, -1.2], [0.3, 0.1, -0.3], [0.7, 0.0, 0.1], [-2.0, -0.4, -1.2], [-0.5, 0.4, -0.3], [-0.3, 0.9, -0.1], [1.1, 0.0, 0.5], [0.5, -1.4, -0.8]], "gap_ev": 10.1, "smiles": "C[C@H]1COC(=O)O1.C[C@H]1COC(=O)O1.C[C@H]1COC(=O)O1.COC(=O)OC.COC(=O)OC.COC(=O)OC.COC(=O)OC.COC(=O)OC.CCCC#N", "multiplicity": 1}



| no. | largest force on an atom (eV/A) |
| --- | --- |
| 1 | 6.28 |
| 2 | 9.65 |